{
  "formula": "C4H7NOS2",
  "method": "wB97M-V/def2-TZVPD",
  "elements": ["C", "C", "O", "C", "S", "C", "N", "S", "H", "H", "H", "H", "H", "H", "H"],
  "coordinates": [[0.036, 1.077, -2.186], [0.166, 0.000, -1.151], [1.191, -0.633, -0.996], [-1.033, -0.251, -0.260], [-0.965, 0.736, 1.277], [0.127, -0.158, 2.355], [0.871, -1.140, 1.820], [0.137, 0.291, 3.936], [0.984, 1.242, -2.702], [-0.742, 0.791, -2.923], [-0.296, 2.036, -1.717], [-1.948, 0.064, -0.729], [-1.111, -1.293, 0.009], [1.067, -1.188, 0.801], [1.517, -1.573, 2.467]],
  "mulliken_charge": [-1.181, 1.061, -0.619, -1.099, -0.053, 0.335, -0.363, -0.335, 0.335, 0.316, 0.308, 0.368, 0.470, 0.245, 0.211],
  "energy_ev": -29469.790,
  "homo_ev": -8.44,
  "e_above_lowest_kcal_mol": 0.0
}

---

{
  "formula": "C22H54O28S5",
  "method": "wB97M-V/def2-TZVPD",
  "elements": ["C", "C", "C", "S", "O", "O", "C", "H", "H", "H", "H", "H", "H", "H", "H", "C", "C", "O", "S", "O", "O", "O", "H", "H", "H", "H", "C", "C", "O", "S", "O", "O", "O", "H", "H", "H", "H", "C", "C", "O", "S", "O", "O", "O", "H", "H", "H", "H", "C", "C", "O", "S", "O", "O", "O", "H", "H", "H", "H", "C", "C", "O", "O", "H", "H", "H", "H", "H", "H", "C", "C", "O", "O", "H", "H", "H", "H", "H", "H", "C", "C", "O", "O", "H", "H", "H", "H", "H", "H", "C", "C", "O", "O", "H", "H", "H", "H", "H", "H", "C", "C", "O", "O", "H", "H", "H", "H", "H", "H"],
  "coordinates": [[-0.949, -0.023, 0.779], [-0.198, -0.124, -0.506], [0.604, 1.160, -0.717], [1.414, 1.470, 0.819], [1.419, 2.916, 1.205], [2.720, 0.830, 0.887], [0.005, 0.593, 1.854], [-1.296, -0.968, 1.199], [-1.838, 0.605, 0.722], [-0.788, -0.224, -1.417], [0.529, -0.936, -0.511], [-0.113, 1.960, -0.900], [1.246, 1.211, -1.596], [-0.310, 1.330, 2.592], [0.520, -0.200, 2.396], [-3.640, -5.135, 2.182], [-3.282, -3.745, 1.665], [-4.000, -3.684, 0.406], [-5.110, -4.910, 0.192], [-4.620, -6.095, -0.460], [-6.414, -4.299, -0.077], [-5.014, -5.230, 1.850], [-3.448, -5.201, 3.253], [-3.063, -5.866, 1.617], [-2.233, -3.775, 1.371], [-3.552, -2.913, 2.315], [-4.959, 2.425, -1.681], [-5.035, 1.843, -0.179], [-5.780, 0.661, -0.268], [-6.919, 0.659, -1.505], [-8.302, 0.853, -0.996], [-6.479, -0.573, -2.202], [-6.308, 2.069, -2.138], [-4.115, 2.164, -2.321], [-4.814, 3.503, -1.763], [-5.318, 2.595, 0.558], [-4.064, 1.563, 0.230], [-3.351, -2.997, -2.363], [-2.006, -3.250, -1.708], [-1.825, -4.612, -1.672], [-2.527, -5.312, -3.032], [-2.984, -6.654, -2.735], [-1.801, -5.119, -4.239], [-3.707, -4.178, -2.984], [-3.323, -2.127, -3.020], [-4.039, -2.722, -1.562], [-1.901, -2.800, -0.721], [-1.290, -2.769, -2.374], [3.921, 0.943, -5.697], [4.691, 1.951, -4.771], [3.778, 2.710, -4.106], [2.206, 2.521, -4.780], [1.582, 3.808, -5.077], [1.427, 1.486, -4.065], [2.866, 1.771, -6.099], [3.531, -0.025, -5.385], [4.534, 0.747, -6.577], [5.313, 2.468, -5.501], [5.395, 1.663, -3.991], [1.028, -4.727, 1.786], [2.284, -3.926, 1.536], [1.995, -2.633, 1.202], [0.609, -5.062, 0.541], [0.294, -4.008, 2.150], [1.077, -5.546, 2.503], [2.883, -4.297, 0.704], [2.866, -3.847, 2.454], [2.852, -2.204, 1.160], [0.861, -4.189, 0.231], [-1.625, -3.413, 4.871], [-1.670, -2.567, 6.135], [-2.557, -1.468, 6.025], [-1.047, -2.807, 3.745], [-2.512, -4.046, 4.845], [-0.821, -4.138, 4.996], [-0.766, -2.071, 6.488], [-2.033, -3.095, 7.017], [-2.094, -0.822, 5.488], [-0.142, -2.559, 3.946], [7.250, 2.448, 0.007], [6.055, 1.847, -0.766], [5.698, 0.536, -0.341], [6.809, 2.866, 1.267], [7.669, 3.255, -0.594], [8.061, 1.744, 0.197], [6.391, 1.718, -1.795], [5.121, 2.400, -0.865], [5.280, 0.524, 0.523], [6.284, 3.639, 1.048], [-0.618, 4.834, -1.808], [-1.893, 4.101, -2.176], [-2.733, 4.796, -3.057], [-0.939, 6.020, -1.182], [0.055, 5.197, -2.585], [-0.013, 4.229, -1.132], [-2.355, 3.610, -1.319], [-1.546, 3.195, -2.673], [-2.279, 5.494, -3.534], [-1.819, 5.985, -0.800], [4.798, 4.864, 2.757], [3.846, 3.866, 3.370], [2.484, 4.277, 3.200], [4.798, 5.045, 1.288], [5.806, 4.556, 3.037], [4.862, 5.915, 3.040], [4.106, 3.881, 4.429], [3.878, 2.882, 2.903], [2.271, 3.947, 2.324], [4.203, 5.747, 1.015]],
  "lowdin_spin": [0.028, 0.011, 0.012, 0.071, 0.006, 0.010, 0.046, 0.009, 0.010, 0.004, 0.003, 0.002, 0.003, 0.036, 0.033, 0.002, 0.008, 0.003, 0.002, 0.000, 0.000, 0.001, 0.000, 0.000, 0.003, 0.011, 0.004, 0.020, 0.010, 0.005, 0.000, 0.001, 0.001, 0.002, 0.001, 0.008, 0.010, 0.002, 0.002, 0.001, 0.002, 0.000, 0.001, 0.000, 0.002, 0.000, 0.001, 0.002, 0.003, 0.002, 0.004, 0.010, 0.002, 0.007, 0.002, 0.001, 0.000, 0.000, 0.000, 0.016, 0.026, 0.027, 0.003, 0.006, 0.005, 0.001, 0.020, 0.005, 0.001, 0.036, 0.065, 0.058, 0.083, 0.003, 0.013, 0.034, 0.004, 0.039, 0.059, 0.001, 0.002, 0.007, 0.001, 0.000, 0.000, 0.000, 0.002, 0.001, 0.000, 0.006, 0.008, 0.001, 0.005, 0.000, 0.001, 0.006, 0.003, 0.000, 0.003, 0.001, 0.005, 0.010, 0.002, 0.000, 0.000, 0.001, 0.002, 0.000, 0.001],
  "energy_ev": -135182.799,
  "spin_multiplicity": 2,
  "homo_ev": [-0.16, -7.66],
  "total_charge": -1
}

---

{
  "formula": "C32H32BeNO",
  "method": "wB97M-V/def2-TZVPD",
  "elements": ["C", "C", "C", "H", "C", "C", "H", "C", "C", "C", "H", "C", "C", "H", "H", "H", "H", "H", "H", "Be", "C", "C", "C", "H", "H", "H", "H", "H", "H", "C", "C", "H", "H", "O", "N", "C", "H", "C", "C", "H", "C", "H", "C", "H", "C", "H", "C", "H", "H", "H", "C", "C", "C", "C", "C", "C", "C", "C", "C", "C", "H", "H", "H", "H", "H", "H", "H"],
  "coordinates": [[2.394, -0.391, 1.543], [2.537, -1.113, 0.331], [2.257, -0.237, -0.733], [2.883, -2.143, 0.248], [1.777, 1.036, -0.198], [1.899, 0.907, 1.246], [1.741, 1.985, -0.738], [-1.172, -2.777, 2.444], [-0.174, -3.653, 1.915], [-0.199, -3.549, 0.498], [0.488, -4.285, 2.483], [-1.164, -2.574, 0.154], [-1.804, -2.126, 1.355], [2.480, -0.417, -1.785], [1.915, 1.762, 1.926], [2.655, -0.763, 2.532], [-2.627, -1.410, 1.401], [0.401, -4.097, -0.226], [-1.410, -2.615, 3.488], [0.042, 0.881, 0.359], [-1.409, -1.969, -1.196], [-2.932, -1.901, -1.390], [-0.785, -2.757, -2.348], [-3.324, -2.913, -1.206], [-3.205, -1.607, -2.417], [-3.397, -1.202, -0.682], [-1.154, -3.790, -2.334], [0.311, -2.769, -2.304], [-1.077, -2.295, -3.308], [-0.693, -0.575, -1.156], [-1.476, 0.589, -1.710], [0.251, -0.650, -1.716], [-0.479, -0.410, -0.023], [-2.369, 1.062, -0.991], [-1.143, 1.057, -2.988], [-0.030, 2.056, -3.059], [-1.970, 1.406, -3.467], [1.278, 1.442, -3.518], [2.476, 2.143, -3.322], [2.442, 3.133, -2.866], [3.691, 1.573, -3.694], [4.618, 2.103, -3.487], [3.709, 0.330, -4.335], [4.659, -0.107, -4.647], [2.509, -0.343, -4.597], [2.507, -1.300, -5.120], [1.289, 0.214, -4.189], [0.336, -0.276, -4.401], [0.121, 2.534, -2.067], [-0.341, 2.862, -3.755], [-0.356, 0.819, 5.916], [0.292, -0.039, 5.001], [0.068, 0.121, 3.640], [-0.744, 1.159, 3.109], [-0.872, 1.489, 1.735], [-1.694, 2.518, 1.332], [-2.542, 3.180, 2.258], [-2.382, 2.943, 3.605], [-1.463, 1.979, 4.073], [-1.222, 1.797, 5.453], [-0.181, 0.704, 6.986], [0.959, -0.820, 5.357], [0.517, -0.587, 2.938], [-1.719, 2.854, 0.292], [-3.282, 3.878, 1.874], [-2.961, 3.491, 4.341], [-1.748, 2.457, 6.143]],
  "mulliken_charge": [-0.330, -1.137, -0.760, 0.368, 0.638, -1.278, 1.063, -0.702, -1.054, -0.640, 0.378, -0.509, -0.959, 0.391, 0.538, 0.414, 0.284, 0.409, 0.567, -0.471, 3.772, -1.970, -2.239, 0.461, 0.448, 0.362, 0.450, 0.405, 0.371, 2.229, -1.313, -0.825, -0.332, -0.587, -0.039, -0.788, 0.388, 0.822, -0.347, 0.381, -0.627, 0.365, -0.499, 0.358, -0.526, 0.372, -0.214, 0.296, 0.088, 0.541, -0.630, -1.119, 0.055, 1.491, 0.023, 0.141, -1.173, -0.844, 0.523, -0.746, 0.348, 0.430, 0.238, 0.212, 0.384, 0.330, 0.322],
  "energy_ev": -37640.677,
  "homo_ev": -2.90,
  "total_charge": -1,
  "e_above_lowest_kcal_mol": 15.7
}